This record from the OMol25 dataset describes C25H44IrOP2 as an isolated structure. The level of theory is ωB97M-V/def2-TZVPD.

Properties
E_HOMO (alpha / beta): -10.90 / -14.35 eV
spin multiplicity: 6
gap between HOMO and LUMO (alpha / beta): 5.486 / 5.263 eV
total energy: -50075.995 eV
net charge: +2
LUMO energy (alpha / beta): -5.416 / -9.087 eV
energy above the lowest of the compared OMol25 structures with the same formula, charge and spin: 83.3 kcal per mole

Cartesian coordinates (Å):
Ir1 2.24143 1.66948 0.30294
C1 -0.11776 -0.29190 1.43891
C2 -0.25435 1.04041 0.74243
C3 -1.34009 -0.67581 -0.45997
C4 -0.63943 -1.27869 0.62962
C5 -1.13384 0.70373 -0.43806
C6 0.13196 -0.57176 2.86552
H1 0.14296 0.31588 3.48420
H2 1.06965 -1.11819 2.98043
H3 -0.65947 -1.20037 3.30030
C7 -0.64569 -2.73529 0.90852
H4 0.06235 -2.98824 1.69862
H5 -0.34322 -3.30439 0.02569
H6 -1.63339 -3.11589 1.20460
C8 -2.26529 -1.42835 -1.35198
H7 -3.33486 -1.22017 -1.15497
H8 -2.12691 -2.51695 -1.23896
H9 -2.09323 -1.19515 -2.41502
C9 -2.12739 1.56751 -1.13386
H10 -3.14861 1.15639 -1.02803
H11 -1.93295 1.60554 -2.21495
H12 -2.16606 2.58731 -0.74854
C10 -0.95672 2.05052 1.58695
H13 -2.00350 1.70782 1.67685
H14 -0.97244 3.06321 1.15702
H15 -0.58019 2.11966 2.61440
C11 4.29062 2.11693 0.32036
C12 4.35327 2.34401 1.79566
C13 4.18956 3.80533 2.27222
C14 3.50641 4.73632 1.27484
C15 2.50816 4.00076 0.35482
C16 2.95695 3.72747 -1.11352
C17 4.48539 3.88582 -1.42034
C18 5.24061 3.12848 -0.37798
H16 5.18543 4.17754 2.51313
H17 4.21398 5.23714 0.62048
H18 3.61411 3.77434 3.20374
H19 5.67609 3.81235 0.35262
H20 4.62956 1.14164 -0.01470
H21 5.31750 1.97518 2.18261
H22 6.09322 2.59354 -0.81451
H23 4.66949 3.44354 -2.40711
H24 2.47945 4.55709 -1.69623
H25 4.79151 4.92047 -1.56640
H26 2.88933 5.46496 1.83666
H27 1.56678 4.55328 0.28094
P1 3.01502 1.24967 2.44092
C19 4.06003 -0.24328 2.40549
C20 2.01507 1.95121 3.79101
P2 0.73471 2.34711 -2.05888
C21 2.54315 2.35666 -1.52664
C22 -0.06046 4.06249 -1.71948
C23 1.63470 2.04362 -3.64337
H28 4.15784 -0.53548 1.34201
H29 3.55498 -1.01861 2.98592
H30 5.03895 0.03284 2.80894
H31 2.20116 2.98251 4.10698
H32 2.04034 1.30666 4.67429
H33 0.96304 1.98672 3.48157
H34 2.25577 2.94675 -3.79786
H35 0.92643 1.82916 -4.42321
H36 2.28173 1.15099 -3.46313
H37 3.33133 1.89927 -2.20399
H38 2.14860 3.28012 1.14270
H39 -1.05813 4.03383 -2.18958
H40 0.55480 4.86433 -2.16458
H41 -0.24925 4.23265 -0.64425
C24 1.69434 -0.95794 -1.46174
C25 2.62814 -0.06128 -0.69811
O1 3.81143 -0.40983 -0.75140
H42 1.57495 -1.88169 -0.87305
H43 2.12761 -1.27554 -2.43188
H44 0.70348 -0.53520 -1.64315

This record from the OMol25 dataset describes C25H44MgN3Se2 as an isolated structure. The level of theory is ωB97M-V/def2-TZVPD.

Properties
E_HOMO: -10.51 eV
gap between HOMO and LUMO: 7.525 eV
total energy: -167243.702 eV
net charge: +1
LUMO energy: -2.981 eV
energy above the lowest of the compared OMol25 structures with the same formula, charge and spin: 5.5 kcal per mole

Cartesian coordinates (Å):
Mg1 0.06944 0.11632 -0.52609
C1 -0.66946 0.54662 1.64248
C2 -0.21777 -0.80742 1.63761
C3 -1.07341 -1.51533 0.71009
C4 -2.00109 -0.54966 0.19159
C5 -1.76452 0.71880 0.77662
C6 -2.65778 1.94801 0.73970
C7 -3.67991 1.83249 -0.38929
C8 -1.83285 3.22725 0.55761
C9 -3.39449 2.04455 2.08026
C10 -1.29906 -3.01232 0.45369
C11 -1.67129 -3.69432 1.78068
C12 -2.50040 -3.22062 -0.47814
C13 -0.12129 -3.73280 -0.21141
C14 0.85345 -1.22046 2.66536
C15 0.13965 -1.43945 4.00732
C16 1.88076 -0.09340 2.85919
C17 1.67725 -2.46086 2.32786
H1 -0.28074 1.32651 2.28046
H2 -2.79756 -0.76532 -0.49979
H3 -3.19368 1.73652 -1.36179
H4 -4.30751 2.72453 -0.42498
H5 -4.33593 0.97433 -0.24662
H6 -1.29042 3.22201 -0.39209
H7 -1.11160 3.34269 1.37049
H8 -2.47743 4.10694 0.56662
H9 -3.97427 1.14000 2.26702
H10 -4.07820 2.89471 2.08166
H11 -2.69104 2.17075 2.90385
H12 -2.48815 -3.15861 2.26583
H13 -0.84517 -3.74140 2.48499
H14 -2.00163 -4.71639 1.58718
H15 -3.42711 -2.86347 -0.02994
H16 -2.61723 -4.28861 -0.66902
H17 -2.36819 -2.72723 -1.44283
H18 0.84336 -3.45780 0.20051
H19 -0.11071 -3.53927 -1.28693
H20 -0.23545 -4.81398 -0.10568
H21 -0.37812 -0.53207 4.31879
H22 0.85761 -1.70588 4.78498
H23 -0.59896 -2.23796 3.94035
H24 1.43099 0.83183 3.21696
H25 2.42875 0.12385 1.94062
H26 2.61264 -0.40487 3.60637
H27 1.09241 -3.37214 2.26005
H28 2.41663 -2.60925 3.11623
H29 2.22884 -2.33455 1.39210
C18 0.55856 3.26852 -3.50250
Se1 -0.68365 1.94007 -2.82717
C19 -0.51210 0.74558 -4.36153
C20 0.63335 -0.23342 -4.25757
Se2 0.30118 -1.47218 -2.80693
C21 1.99764 -2.41154 -2.90156
H30 0.08982 3.77676 -4.34027
H31 1.48642 2.78743 -3.80356
H32 0.76439 3.98258 -2.70813
H33 -0.37249 1.40595 -5.21789
H34 -1.46944 0.24153 -4.48895
H35 1.58647 0.26747 -4.08240
H36 0.71010 -0.82012 -5.17414
H37 2.80646 -1.69612 -3.02227
H38 1.97501 -3.09854 -3.74241
H39 2.11714 -2.96380 -1.97304
N1 3.26091 4.32199 0.68630
C22 3.20209 3.08208 0.15613
C23 1.98354 2.37084 0.07919
N2 1.94484 1.16674 -0.45322
C24 3.07997 0.62276 -0.91732
C25 4.26190 1.33400 -0.83016
N3 4.33320 2.55055 -0.30585
H40 2.46746 4.74625 1.12994
H41 4.16163 4.75938 0.77546
H42 1.05484 2.78049 0.46098
H43 3.03305 -0.37366 -1.32884
H44 5.18835 0.90512 -1.19283